{"formula": "C24H19Cl2N6NaO2S", "method": "ωB97M-V/def2-TZVPD", "e_above_lowest_kj_mol": 0.0, "charge": -2, "homo_ev": -1.29, "homo_lumo_gap_ev": 4.97, "species": ["Na", "Cl", "C", "C", "C", "N", "C", "O", "C", "C", "C", "C", "C", "N", "C", "C", "C", "Cl", "N", "C", "O", "C", "C", "C", "C", "C", "N", "H", "H", "H", "H", "H", "H", "H", "H", "H", "H", "C", "C", "C", "C", "C", "H", "H", "H", "H", "H", "N", "C", "N", "S", "H", "H", "H", "H"], "positions_angstrom": [[-0.84041, -0.35299, 0.94681], [-4.92967, 0.80800, -4.84486], [-3.97163, -0.03985, -3.62057], [-3.38045, 0.79294, -2.59967], [-2.70104, 0.17283, -1.53345], [-1.96704, 0.92604, -0.52175], [-1.89868, 2.23419, -0.53693], [-2.41262, 3.09516, -1.28199], [-0.98758, 2.73900, 0.62337], [-0.92208, 4.14870, 0.74837], [-0.08462, 4.70951, 1.66341], [0.78070, 3.85256, 2.33910], [0.65797, 2.48811, 2.20103], [-0.21796, 1.93508, 1.33202], [-2.69673, -1.26000, -1.44300], [-3.41948, -1.99460, -2.38481], [-3.94857, -1.40085, -3.53215], [-4.85415, -2.46385, -4.57387], [-2.05895, -1.81716, -0.32967], [-2.16327, -3.06374, 0.07445], [-3.04211, -3.94413, -0.19219], [-1.09223, -3.51249, 1.07626], [-0.95318, -4.90980, 1.23133], [0.04523, -5.41224, 2.02181], [0.82373, -4.50452, 2.72810], [0.59801, -3.13865, 2.57702], [-0.32098, -2.65364, 1.76889], [-3.47204, 1.89532, -2.74784], [-1.53084, 4.69481, 0.07634], [0.16928, 5.77960, 1.71753], [1.55576, 4.21463, 2.99276], [1.40105, 1.84504, 2.64218], [-3.55294, -3.04215, -2.32761], [-1.62954, -5.47748, 0.59974], [0.24188, -6.47494, 2.12604], [1.61075, -4.87428, 3.37108], [1.18244, -2.38901, 3.14239], [4.47749, -0.74971, 2.59176], [4.16283, 0.47823, 3.21312], [4.59581, 1.48031, 2.33834], [5.21544, 0.90416, 1.21482], [5.15060, -0.49891, 1.38574], [4.26494, -1.76188, 2.96610], [3.70489, 0.60146, 4.22991], [4.55532, 2.54051, 2.52155], [5.76132, 1.36374, 0.42058], [5.64242, -1.24487, 0.71960], [-0.67448, 1.96295, -3.90210], [0.64876, 1.71940, -3.73643], [0.97972, 1.41223, -2.45743], [1.75335, 1.56963, -5.03910], [-1.34720, 1.91692, -3.15007], [-1.04365, 2.12419, -4.80186], [0.21428, 1.31547, -1.87238], [1.92018, 1.26104, -2.17180]], "forces_ev_per_a": [[0.3069, -0.2389, 0.1988], [0.3726, -0.3341, 0.1127], [0.0412, 1.8491, 0.7609], [-0.4374, -0.9265, -1.2466], [0.5725, 1.8738, 0.2572], [-1.0044, -1.7612, -1.6354], [0.1380, 0.1377, 0.7479], [0.2123, -0.1349, 0.0726], [-0.2447, 1.5745, -0.7582], [-0.3797, -1.0864, 0.1158], [1.6770, 0.4238, -0.0451], [-0.2026, -0.2259, 0.6982], [-0.1163, 0.2124, -1.0722], [0.2568, -0.3000, 0.5538], [-0.7064, -0.4312, 1.1353], [0.7273, 0.7879, -0.5793], [-0.4833, -0.1802, 0.8928], [0.0185, 0.2024, -0.3622], [0.6364, 0.4146, -0.5765], [-1.5097, -0.8825, -0.0957], [1.1299, 1.0224, -0.0337], [0.2616, -0.7176, 0.4840], [-0.4998, 0.8802, -1.0491], [0.2743, 0.1882, 0.4535], [0.2503, 0.0385, 0.1302], [0.7169, -0.1675, 0.8516], [-1.0549, 0.2974, -1.0248], [0.1958, -1.2389, 0.5437], [-0.4853, 0.5478, -0.4522], [-0.7362, -0.3889, -0.0144], [0.1251, 0.2094, 0.0904], [-0.0297, -0.3639, 0.2659], [0.1967, -0.8242, 0.5138], [0.1368, -0.2114, 0.3208], [-0.1417, 0.0521, -0.0902], [0.0737, 0.1916, 0.0692], [-0.2017, -0.5729, -0.3793], [0.0527, -1.0802, 0.3178], [-0.5737, -0.3934, 0.7117], [0.3583, 0.8103, -0.1314], [-0.0982, -1.0160, 0.5650], [0.3885, -0.1737, -0.5295], [0.0741, 0.4978, 0.0138], [0.3684, -0.0490, -1.1559], [-0.1115, 0.3216, 0.1016], [0.0542, 0.5542, -0.3618], [-0.6515, 0.5606, 0.5565], [0.9052, 0.0453, 0.5404], [0.0473, -1.0565, -0.2260], [0.4598, 0.8403, -2.2559], [-0.6064, 0.5361, 0.6865], [0.1575, 0.1390, 0.1816], [-0.0407, 0.0315, -0.8794], [-1.2096, -0.3101, 1.9560], [0.3388, -0.1750, 0.0544]]}